The following is a quantum chemistry calculation of the molecule C4H10N2O2, from OMol25.

```
18
Properties=species:S:1:pos:R:3:forces:R:3:lowdin_charge:R:1
C 0.89078 0.74692 -0.76028 -0.6220 -0.0757 0.3865 -0.095
C -1.39935 -0.64711 1.49522 0.1818 0.0243 0.1274 -0.093
C 1.70123 -0.85235 0.83569 0.1025 -0.3934 0.0838 -0.078
N 0.50376 -0.38153 0.12907 0.4733 0.6967 0.2913 -0.194
C -0.31008 1.32062 -1.51108 -0.6471 0.9669 -0.6081 -0.516
N -1.25044 0.41401 -1.91111 0.2909 -0.2937 0.4432 0.163
O -0.31653 0.22714 1.17911 -0.0929 -0.2469 -0.9404 -0.183
O -0.40934 2.50427 -1.82317 0.5198 -1.0214 0.4858 0.036
H -1.25677 -0.48849 -1.45321 -0.0363 0.1823 -0.2226 0.078
H -2.10305 0.77763 -2.31199 0.1864 -0.0425 0.1030 0.112
H 1.59829 0.39281 -1.51965 -0.0812 -0.1445 0.2624 0.136
H 1.35999 1.55805 -0.19074 -0.0998 -0.0478 -0.0967 0.130
H -1.76929 -1.18429 0.61593 0.1553 0.1096 0.0899 0.073
H -2.21667 -0.04701 1.90359 0.2283 0.0754 -0.0294 0.088
H -1.07509 -1.36397 2.25519 -0.1234 -0.1203 -0.0693 0.078
H 2.43290 -1.25537 0.12745 -0.2344 0.1136 -0.0590 0.090
H 1.43854 -1.66456 1.52189 -0.0895 0.1742 -0.1500 0.084
H 2.18104 -0.05671 1.41810 -0.1118 0.0428 -0.0978 0.090
```
Positions in Å, forces in eV/Å.

Properties
lowest unoccupied orbital energy = 0.895 eV
SMILES = CON(C)CC(N)=O
orbital gap = 10.60 eV
multiplicity = 1
net charge = 0
E_HOMO = -9.7012 eV